Computed, not measured: C47H39GeN4O3RuS2 as an isolated structure, with wB97M-V/def2-TZVPD.

```
97
C47H39GeN4O3RuS2 wB97M-V/def2-TZVPD
Ru -0.262 -0.802 0.212
Ge 0.956 0.763 1.934
S -3.942 2.265 -0.896
S -2.753 -0.438 -0.283
O 1.903 -1.928 -0.461
O -1.069 -1.168 1.999
O -0.044 -0.615 -1.883
N -0.559 -2.857 0.254
N -0.318 1.155 -0.270
N -1.463 -3.287 1.220
N -1.387 1.844 -0.538
C -5.269 -1.000 -4.804
C -3.430 0.061 -3.669
C 0.724 -3.618 -1.646
C -0.041 4.879 1.890
C 0.044 0.788 3.667
C -0.257 5.158 0.522
C 0.584 1.683 -2.366
C 2.737 -3.545 -3.564
C -1.636 -2.350 2.087
C 0.835 2.645 -3.327
C -3.644 2.371 -2.697
C -6.048 0.129 -4.584
C 0.700 -4.495 -2.751
C 6.147 0.698 3.686
C 0.149 4.286 -0.434
C 1.020 3.119 -0.089
C 2.820 -2.712 -2.485
C 6.145 2.063 3.736
C 5.020 -1.438 3.184
C 2.705 -0.042 2.375
C 2.766 -1.410 2.341
C -3.750 -1.723 5.138
C 0.261 1.098 -5.060
C -2.553 1.214 -0.511
C 0.177 0.368 -2.740
C 0.878 1.805 -0.889
C 1.809 -2.693 -1.467
C -3.960 -1.030 -4.343
C -2.942 -1.509 4.031
C -2.903 -3.876 3.605
C 0.660 2.373 -4.681
C -5.516 1.217 -3.910
C 0.424 3.597 2.271
C 5.012 -0.021 3.237
C 0.884 2.685 1.369
C 0.031 0.113 -4.114
C -2.512 -2.583 3.260
C -4.131 -3.012 5.485
C -0.294 -3.733 -0.668
C 4.995 2.773 3.333
C 3.884 2.104 2.898
C 3.849 0.687 2.833
C -4.202 1.197 -3.448
C 3.922 -2.114 2.746
C 2.226 1.075 -0.714
C 1.671 -4.461 -3.715
C -3.708 -4.088 4.713
H -0.127 -5.195 -2.831
H -3.343 -1.906 -4.501
H -2.645 -0.509 3.745
H 3.511 -3.506 -4.323
H -0.008 -0.222 4.067
H -4.007 -5.095 4.976
H -5.682 -1.852 -5.331
H -0.255 -0.890 -4.411
H 0.129 0.862 -6.110
H -4.084 -0.880 5.730
H -2.411 0.024 -3.304
H -4.125 3.297 -3.017
H 5.915 -1.966 3.495
H 2.868 1.458 -1.510
H 7.025 0.136 3.987
H -7.072 0.161 -4.936
H 0.845 3.141 -5.422
H 0.337 3.331 3.319
H -0.960 1.205 3.595
H 4.989 3.855 3.367
H 1.929 -1.982 1.961
H -2.568 2.480 -2.844
H 2.731 1.321 0.220
H 3.925 -3.196 2.691
H -6.129 2.095 -3.730
H 2.061 3.457 -0.245
H 1.188 3.624 -3.020
H -0.808 6.048 0.240
H 3.015 2.669 2.584
H 2.174 -0.005 -0.821
H 3.643 -2.017 -2.371
H -0.101 4.453 -1.473
H -0.374 5.576 2.647
H 1.631 -5.122 -4.571
H -2.569 -4.702 2.992
H -4.754 -3.180 6.356
H -0.904 -4.635 -0.645
H 7.021 2.599 4.079
H 0.645 1.405 4.343
```

Its expectation value of S² is 6.086. The total charge is -1. For the HOMO energy (alpha / beta), the calculation gives -4.33 / -4.70 eV. As for the spin multiplicity: 5. The frontier orbital gap (alpha / beta) is 6.74 / 5.83 eV.



Computed, not measured: C47H40BaGeN12OS as an isolated structure, with wB97M-V/def2-TZVPD.

```
103
C47H40BaGeN12OS wB97M-V/def2-TZVPD
Ba 0.331 -0.058 1.431
Ge 1.143 -3.107 -0.442
S 2.111 0.377 3.919
O -4.092 3.273 -2.308
N -2.315 -1.090 1.386
N -1.309 4.687 1.360
N -4.814 2.959 -4.412
N 2.691 1.692 1.116
N 3.250 2.256 2.153
N 3.705 2.368 4.381
N -4.400 -1.609 2.063
N -4.003 4.099 -4.385
N -2.457 4.230 1.953
N 1.427 0.657 -1.076
N -4.424 -0.528 1.216
N -0.791 2.628 1.964
C -0.328 3.759 1.447
C -3.119 -1.938 2.048
C -6.019 0.218 -0.538
C 5.405 -4.394 -1.630
C 5.206 -3.284 -0.800
C -5.478 1.350 -2.632
C 4.537 2.762 -0.107
C 1.501 -6.181 0.055
C 2.926 -2.701 2.281
C 3.079 -4.473 -2.250
C 1.050 -7.438 0.402
C 0.623 -5.078 0.205
C 3.071 1.624 -2.505
C 3.620 -1.748 3.115
C 1.870 -2.401 1.419
C -2.578 5.324 -1.176
C 1.171 0.503 -3.453
C 2.356 1.286 -3.647
C -0.953 -6.494 1.357
C 2.997 1.784 3.424
C 2.558 1.392 -1.216
C -3.202 -0.247 0.769
C -5.690 0.071 0.931
C -2.953 5.392 -2.539
C -3.680 4.331 -3.123
C -6.782 -0.673 -1.291
C 3.255 1.954 -0.050
C 3.966 -3.476 4.693
C 3.901 -2.099 4.431
C -2.351 6.392 -3.344
C -4.798 2.508 -3.184
C 2.861 -3.453 -1.342
C -1.630 6.163 -0.562
C 2.869 -4.053 2.628
C -1.198 6.044 0.830
C -0.527 -5.237 0.899
C -6.820 -0.590 -2.689
C 3.936 -2.799 -0.700
C -1.436 7.234 -2.789
C -2.129 2.969 2.226
C 4.402 -5.011 -2.349
C -5.432 1.267 -1.200
C -0.175 -7.599 1.051
C 3.566 -4.446 3.786
C -1.037 7.120 -1.434
C 0.765 0.214 -2.165
C -6.065 0.369 -3.389
H 4.956 2.800 0.885
H 4.132 -1.386 5.163
H -0.602 -8.582 1.154
H 4.281 -3.824 5.649
H -2.722 6.525 -4.376
H 4.360 3.811 -0.473
H 2.206 -4.768 2.029
H -1.718 6.718 1.509
H 2.485 -6.077 -0.403
H -2.704 -2.886 2.483
H -6.472 -0.547 1.369
H -4.903 2.082 -0.681
H -3.168 4.595 -0.571
H -5.764 1.027 1.386
H 6.016 -2.935 -0.198
H 3.678 -5.479 3.943
H -0.213 7.769 -1.030
H 6.386 -4.818 -1.745
H -0.137 6.349 0.842
H 4.697 -5.776 -3.079
H -1.914 -6.655 1.877
H 5.201 2.344 -0.867
H -2.763 2.321 2.855
H 4.004 -0.812 2.652
H -1.183 -4.366 1.078
H -0.898 7.950 -3.457
H 4.073 2.055 -2.557
H 2.290 -4.909 -2.869
H 3.677 -1.905 -0.113
H -7.383 -1.352 -3.228
H 0.628 3.824 0.911
H -7.374 -1.417 -0.803
H -2.933 0.670 0.222
H 3.867 1.955 5.299
H 1.579 -8.334 0.111
H 4.189 3.241 4.217
H -0.250 -0.286 -2.015
H 0.501 0.082 -4.250
H 2.690 1.639 -4.658
H -5.957 0.308 -4.470
```

The total charge is -2. For the HOMO energy (alpha / beta), the calculation gives -0.27 / -0.18 eV. The frontier orbital gap (alpha / beta) is 3.88 / 3.79 eV.



Computed, not measured: C47H40ClN2O3P3S2Y as an isolated structure, with wB97M-V/def2-TZVPD.

```
99
C47H40ClN2O3P3S2Y wB97M-V/def2-TZVPD
Y 0.662 0.365 0.575
Cl -1.970 2.775 1.467
S -1.882 -0.463 1.641
S -0.746 0.849 -1.712
P -1.936 -1.819 0.128
P 1.149 3.353 0.840
P 0.136 -1.026 -2.107
O 3.719 -1.649 3.019
O 4.797 0.986 -0.473
O 2.586 1.169 -0.204
N 2.426 -1.011 1.203
N 0.910 0.350 3.070
C -5.127 0.071 -1.636
C -1.388 4.412 1.503
C -0.032 -5.754 -1.452
C 2.463 3.499 4.708
C -1.891 -0.957 -4.148
C 4.261 2.621 3.381
C 0.347 6.030 1.307
C -1.393 -3.940 1.800
C 3.502 5.201 -2.649
C 3.570 -0.935 0.310
C -2.304 5.417 1.799
C 1.399 -3.736 -0.210
C -0.802 -1.613 -3.586
C -3.761 -2.319 -1.926
C 1.720 3.715 3.554
C 2.240 3.380 2.303
C 1.205 -6.041 -0.893
C -2.364 -3.373 0.970
C 3.714 0.511 -0.175
C -1.653 -5.110 2.488
C 3.177 4.983 -0.279
C 3.731 2.942 4.624
C 1.764 3.767 -1.803
C 1.920 -5.022 -0.278
C -0.425 -2.035 -0.698
C -0.539 -4.463 -1.392
C -1.881 6.731 1.850
C -3.869 -5.159 1.569
C -0.343 -2.790 -4.186
C -2.895 -5.725 2.372
C -4.060 -0.222 -0.799
C 2.453 4.322 -2.872
C -2.075 -2.653 -5.849
C -0.984 -3.314 -5.299
C -3.606 -3.985 0.868
C -5.522 -0.838 -2.609
C -0.548 7.041 1.604
C 2.670 -1.269 2.489
C 3.527 2.840 2.224
C 0.153 -3.427 -0.757
C 1.450 -0.998 3.379
C -3.371 -1.421 -0.934
C -4.839 -2.036 -2.750
C -0.050 4.691 1.250
C 2.116 4.109 -0.500
C -2.520 -1.470 -5.276
C 3.868 5.527 -1.351
H 4.492 -1.257 0.792
H -3.370 -0.948 -5.701
H 2.182 4.042 -3.882
H -0.620 -4.233 -5.745
H 1.765 -1.088 4.419
H 3.409 -1.555 -0.581
H 0.660 -1.725 3.180
H -2.569 -3.053 -6.727
H -2.592 7.515 2.078
H -3.336 5.153 1.984
H -2.250 -0.044 -3.687
H 5.244 2.176 3.303
H 3.485 5.222 0.733
H -3.737 0.483 -0.045
H 0.980 3.038 -1.979
H -0.423 -3.468 1.889
H -5.122 -2.742 -3.521
H -3.099 -6.643 2.910
H -4.381 -3.554 0.248
H 1.381 6.277 1.103
H 0.724 4.137 3.632
H -3.215 -3.243 -2.065
H -0.605 -6.532 -1.944
H -0.209 8.068 1.639
H 4.702 6.194 -1.169
H 4.047 5.617 -3.487
H -5.645 1.016 -1.531
H 1.545 1.055 3.438
H 2.887 -5.224 0.167
H 0.014 0.481 3.531
H 0.525 -3.293 -3.775
H -1.493 -4.257 -1.858
H 3.949 2.565 1.263
H -0.883 -5.545 3.113
H 1.607 -7.045 -0.939
H -4.843 -5.625 1.481
H 2.044 3.760 5.672
H 1.941 -2.958 0.307
H 4.303 2.753 5.524
H -6.354 -0.605 -3.263
```

The total charge is -1. For the HOMO energy, the calculation gives -4.28 eV. The frontier orbital gap is 6.49 eV.



Computed, not measured: C47H41AlClN4P2 as an isolated structure, with wB97M-V/def2-TZVPD.

```
96
C47H41AlClN4P2 wB97M-V/def2-TZVPD
Cl -4.578 1.939 -5.543
P -1.145 2.172 0.137
P 0.273 -2.853 0.070
Al -0.057 -0.404 -0.303
N 2.778 -0.676 1.111
N -1.831 -0.767 0.127
N 0.535 -0.345 1.651
N 1.789 0.642 -0.562
C 2.697 -4.431 3.038
C 1.875 1.579 -1.483
C -2.854 1.528 0.057
C -4.009 -0.606 0.737
C -3.590 -1.999 0.881
C -3.491 -0.006 -4.000
C -0.481 5.767 -2.635
C -3.342 1.218 -4.593
C -2.189 1.955 -4.451
C -1.550 -3.317 0.039
C -1.941 4.025 -1.836
C 1.155 -3.685 -1.354
C 3.065 2.266 -1.843
C 2.908 0.328 0.166
C -2.922 0.041 0.279
C -2.065 3.582 2.413
C 2.250 -3.072 -1.972
C -1.705 5.093 -2.719
C -1.146 1.348 -3.717
C 0.396 5.450 -1.617
C -0.183 -0.387 3.945
C 0.506 3.620 3.587
C 2.302 -4.025 1.786
C 0.520 -4.139 3.976
C -1.010 3.652 -0.890
C 0.056 -3.787 2.699
C 1.768 -0.612 2.081
C 2.562 -5.015 -3.356
C -2.471 -0.525 -3.189
C -0.559 4.196 4.234
C 0.888 -3.723 1.613
C -0.390 -0.233 2.594
C 1.442 -5.641 -2.811
C 2.137 -0.690 3.479
C 4.209 1.899 -1.099
C 0.160 4.368 -0.751
C -1.027 2.901 1.783
C -0.127 -0.584 -2.307
C 1.841 -4.341 4.175
C 1.115 -0.632 4.400
C 0.235 2.907 2.417
C -2.281 -2.038 0.444
C -1.206 0.088 -3.083
C 4.129 0.969 -0.103
C -1.790 4.282 3.621
C 0.735 -4.964 -1.770
C 2.908 -3.733 -2.970
H 2.665 -2.088 -1.669
H 5.015 0.696 0.467
H -0.289 2.110 -3.572
H -2.755 -1.451 -2.669
H 3.154 -5.498 -4.101
H 3.193 -0.789 3.769
H -1.369 0.034 2.322
H -1.891 -3.633 -0.897
H -2.397 5.337 -3.549
H 3.701 -0.957 1.514
H -3.208 1.633 -0.979
H -2.143 2.927 -4.912
H 1.151 -6.690 -3.081
H 3.754 -4.731 3.219
H -4.234 -2.904 1.122
H -1.109 -0.240 4.581
H -4.969 -0.180 0.971
H -2.606 4.765 4.147
H -0.169 -4.175 4.785
H 1.328 5.914 -1.545
H 1.234 -0.840 5.489
H 0.944 1.738 -1.954
H -0.180 -1.632 -2.472
H 0.790 -0.150 -2.733
H -0.307 6.571 -3.301
H 0.899 4.041 -0.020
H 3.673 -3.307 -3.573
H 2.284 -4.535 5.119
H 3.057 3.061 -2.524
H -0.375 4.664 5.193
H -2.974 3.761 1.886
H -2.869 3.444 -1.879
H 5.129 2.466 -1.219
H -0.110 -5.438 -1.279
H -1.021 -3.674 2.544
H 1.482 3.569 4.087
H -4.453 -0.391 -4.049
H -3.670 2.037 0.634
H -1.615 -4.192 0.743
H 2.903 -4.185 0.914
H 1.061 2.324 1.885
```

The total charge is +1. For the HOMO energy, the calculation gives -9.83 eV. The frontier orbital gap is 7.31 eV.



Energy above the lowest of the compared OMol25 structures with the same formula, charge and spin / kcal/mol: 59.3; 0.0; 8.8; 0.0